1.
Formula: C3H6N3O
Source: the OMol25 dataset
Level of theory: ωB97M-V/def2-TZVPD

Computed properties:
Energy above the lowest of the compared OMol25 structures with the same formula, charge and spin = 130.8 kcal per mole
Orbital gap = 0.326 hartree
LUMO level = -5.803 eV
HOMO = -14.7 eV

Structure (ORCA input):
```
! RIJCOSX wB97M-V def2-TZVPD def2/J DEFGRID3
* xyz 1 1
C -1.565 0.684 -0.033
C 1.208 -0.260 -0.496
C 0.219 -0.290 0.547
N -3.374 -0.832 0.221
N -2.567 0.047 0.109
N 1.001 0.815 0.460
O -1.220 1.895 -0.246
H 2.043 -0.937 -0.294
H 0.794 -0.071 -1.446
H -0.054 -0.880 1.391
H -3.587 -1.296 -0.601
H 1.615 1.178 1.176
H -0.460 2.119 0.214
*
```


2.
Formula: C3H6N3O2
Source: the OMol25 dataset
Level of theory: ωB97M-V/def2-TZVPD

Computed properties:
Energy above the lowest of the compared OMol25 structures with the same formula, charge and spin = 11.4 kcal per mole
Orbital gap = 0.297 hartree
LUMO level = 4.137 eV
HOMO = -3.9 eV

Structure (ORCA input):
```
! RIJCOSX wB97M-V def2-TZVPD def2/J DEFGRID3
* xyz -1 1
C 2.430 -0.007 0.031
C -0.775 -0.020 -0.233
C 0.218 -0.939 0.567
N -0.169 1.284 -0.436
N 0.537 1.530 0.763
N 1.335 -0.091 0.945
O 2.770 1.114 -0.372
O 2.916 -1.128 -0.217
H -1.239 -0.244 -1.249
H -1.567 0.036 0.402
H -0.166 -1.470 1.381
H 0.536 -1.701 -0.039
H 0.404 1.193 -1.203
H 1.319 2.056 0.380
*
```


3.
Formula: C3H6N3O2
Source: the OMol25 dataset
Level of theory: ωB97M-V/def2-TZVPD

Computed properties:
Energy above the lowest of the compared OMol25 structures with the same formula, charge and spin = 85.3 kcal per mole
Orbital gap = 0.378 hartree
LUMO level = -4.612 eV
HOMO = -14.9 eV

Structure (ORCA input):
```
! RIJCOSX wB97M-V def2-TZVPD def2/J DEFGRID3
* xyz 1 1
C -0.730 -0.034 0.017
C 1.418 -0.752 0.185
C 1.394 0.753 -0.176
N -0.008 -1.090 0.246
N -0.040 1.042 -0.221
N -2.673 0.027 -0.023
O -3.110 -1.044 0.022
O -3.012 1.132 -0.085
H 1.917 -1.360 -0.573
H 1.888 -0.943 1.152
H 1.881 1.375 0.578
H 1.847 0.960 -1.147
H -0.348 -2.019 0.441
H -0.426 1.954 -0.416
*
```


4.
Formula: C3H6N3O2
Source: the OMol25 dataset
Level of theory: ωB97M-V/def2-TZVPD

Computed properties:
Energy above the lowest of the compared OMol25 structures with the same formula, charge and spin = 163.4 kcal per mole
SMILES = N/C=[NH+]/C=C/[N+](=O)[O-]
Orbital gap (alpha / beta) = 0.302 / 0.270 hartree
LUMO level (alpha / beta) = -5.569 / -5.675 eV
HOMO (alpha / beta) = -13.8 / -13.0 eV

Structure (ORCA input):
```
! RIJCOSX wB97M-V def2-TZVPD def2/J DEFGRID3
* xyz 1 1
C -1.904 -0.687 0.388
C -0.470 0.308 -0.060
C 1.825 0.342 -0.454
N 3.031 0.066 0.118
N -3.109 -0.011 -0.016
N 0.717 -0.214 0.076
O -3.110 1.143 0.275
O -3.955 -0.602 -0.653
H -1.809 -1.758 0.647
H -0.524 1.381 -0.300
H 1.637 1.137 -1.141
H 3.810 0.687 -0.273
H 3.132 -0.686 0.688
H 0.728 -1.106 0.705
*
```


5.
Formula: C3H6N3O3
Source: the OMol25 dataset
Level of theory: ωB97M-V/def2-TZVPD

Computed properties:
Energy above the lowest of the compared OMol25 structures with the same formula, charge and spin = 43.2 kcal per mole
SMILES = [NH2+]=C1CO[C@@H]([N+](=O)[O-])N1
Orbital gap = 0.367 hartree
LUMO level = -4.411 eV
HOMO = -14.4 eV

Structure (ORCA input):
```
! RIJCOSX wB97M-V def2-TZVPD def2/J DEFGRID3
* xyz 1 1
C -0.638 -0.455 -0.491
C 0.752 -0.821 -0.888
C 0.726 -0.045 1.240
N -0.666 -0.159 0.797
N -1.757 -0.476 -1.210
N 0.900 1.625 0.875
O 0.476 1.949 -0.207
O 1.366 2.362 1.706
O 1.485 -0.708 0.266
H 0.998 -1.875 -1.053
H 1.277 -0.166 -1.675
H 1.162 -0.134 2.219
H -1.589 0.030 1.387
H -1.898 -0.802 -2.211
H -2.594 -0.324 -0.755
*
```


6.
Formula: C3H6N3O4
Source: the OMol25 dataset
Level of theory: ωB97M-V/def2-TZVPD

Computed properties:
Energy above the lowest of the compared OMol25 structures with the same formula, charge and spin = 35.1 kcal per mole
Orbital gap = 0.294 hartree
LUMO level = 3.441 eV
HOMO = -4.6 eV

Structure (ORCA input):
```
! RIJCOSX wB97M-V def2-TZVPD def2/J DEFGRID3
* xyz -1 1
C -0.899 -2.211 0.063
C -0.320 0.199 -0.650
C -1.291 -0.785 0.119
N -2.625 -0.548 -0.209
N -3.217 0.545 0.050
N 1.029 0.127 -0.063
O -1.680 -3.097 0.079
O -2.788 1.441 0.793
O 0.445 -2.503 0.035
O -4.343 0.572 -0.382
H -0.743 1.198 -0.571
H -0.343 0.193 -1.715
H -1.019 -0.542 1.652
H 0.878 -1.542 0.140
H 0.789 0.215 0.858
H 1.571 0.969 -0.527
*
```


7.
Formula: C3H6N3O5S2
Source: the OMol25 dataset
Level of theory: ωB97M-V/def2-TZVPD

Computed properties:
Orbital gap = 0.317 hartree
LUMO level = 3.039 eV
HOMO = -5.6 eV

Structure (ORCA input):
```
! RIJCOSX wB97M-V def2-TZVPD def2/J DEFGRID3
* xyz -1 1
C 2.131 -1.285 0.671
N 2.137 0.164 0.302
C 1.564 0.416 -1.062
S -0.194 1.047 -0.756
O -0.002 2.517 -0.359
O -0.912 0.909 -2.083
N -0.800 0.060 0.513
S -2.309 0.606 1.108
O -2.180 0.707 2.627
O -2.802 1.911 0.537
N -3.531 -0.638 0.841
C -3.152 -1.177 -0.317
O -3.148 -1.528 -1.518
H 3.198 -1.561 1.044
H 1.801 -1.991 -0.175
H 1.432 -1.464 1.585
H 3.068 0.594 0.371
H 2.184 1.236 -1.599
H 1.515 -0.522 -1.729
*
```


8.
Formula: C3H6N3P
Source: the OMol25 dataset
Level of theory: ωB97M-V/def2-TZVPD

Computed properties:
Energy above the lowest of the compared OMol25 structures with the same formula, charge and spin = 105.8 kcal per mole
Orbital gap (alpha / beta) = 0.234 / 0.234 hartree
LUMO level (alpha / beta) = -2.382 / -2.381 eV
HOMO (alpha / beta) = -8.7 / -8.7 eV

Structure (ORCA input):
```
! RIJCOSX wB97M-V def2-TZVPD def2/J DEFGRID3
* xyz 0 1
C -1.942 -0.703 -1.850
C -1.103 -1.426 -1.035
C 1.588 1.305 1.686
N -1.803 0.621 -1.471
N -0.994 0.721 -0.523
N -0.516 -0.510 -0.261
P 1.448 -0.526 1.601
H -2.561 -1.107 -2.593
H -0.980 -2.514 -1.071
H 0.653 1.648 1.651
H 2.270 1.660 0.871
H 1.969 1.632 2.607
H 1.974 -0.801 0.389
*
```